11 unconnected molecules or ions with the total composition C20H57F2N21O14PS2 in a non-equilibrium geometry. Source: the Open Molecules 2025 dataset; level of theory: ωB97M-V/def2-TZVPD.

Its HOMO energy is -0.2144 hartree. Its LUMO energy is 1.44 eV. The HOMO-LUMO gap comes out at 7.273 eV. As for the net charge: -1.

Element x y z (Å)
H 6.05695 -0.33559 -1.37423
O 6.77675 -2.41305 -0.18895
N 12.63318 -3.61643 1.75667
H 3.00144 -3.03601 3.63977
H -0.56731 2.10107 1.78996
O 10.97426 -0.49362 -3.19917
H 5.33256 -4.16138 -7.59695
C -0.21123 1.07007 1.90577
H -7.69989 3.15174 -0.88427
H -1.68556 3.38460 3.06163
O -11.35840 1.41184 -1.67608
H -7.59688 5.09062 -4.80173
C 10.00991 -1.23256 -3.03863
C 2.48048 0.45641 2.55742
C -1.80564 0.92595 3.84372
H -0.27883 1.34898 -0.37825
H -10.67524 4.78929 -1.85377
N 9.59521 -2.11794 -3.98878
N 11.67326 -2.79320 -0.17239
H 6.13753 -6.38257 5.09719
H -6.38392 4.57171 0.92358
H 2.99767 2.71627 0.74716
C -0.32082 0.70955 3.39261
N 7.71995 -3.36543 -7.29689
O -0.01445 -1.94755 1.61939
N -10.15428 5.21191 -1.10803
H 7.47715 -3.46333 -8.26347
N 6.61362 -5.81458 4.42278
H -11.15370 2.16828 0.67850
N 5.36145 -0.71919 -0.76292
O -10.97646 -3.19204 0.96885
N 9.26500 -1.23646 -1.89569
H 2.35646 5.31197 1.27870
O 3.02596 1.11767 -2.24185
N -6.58357 2.53995 2.40166
C 5.68196 -1.85418 -0.08179
N -10.31289 -0.46550 -0.93531
H -13.75529 -4.72369 0.75090
H -5.56295 4.71292 -5.94860
H 8.64108 -3.05361 -7.05579
H -12.43794 -5.00334 1.83356
C -5.42602 2.90469 1.75758
F 1.31211 3.43891 0.02504
H -12.13893 -2.03208 -0.87636
C 2.55618 -0.90016 3.11593
O 0.63761 1.09506 -0.49967
H 7.51145 -6.10385 4.08683
H 12.38872 -3.21922 -0.72861
H -6.55056 1.71307 2.96702
H -0.09659 -0.32741 3.64439
H -7.44079 3.05627 2.33486
H -10.35625 0.75431 1.27323
O -5.65042 3.18841 -3.16104
C 2.61628 -2.03877 3.47945
C -12.09001 -3.46734 0.55163
H 7.52872 -4.12243 2.69489
S -2.29713 2.66615 4.02561
H -1.98696 0.38584 4.77443
H -10.34852 -0.85284 -1.86025
H -4.71338 4.34420 0.51734
H 13.36445 -4.05616 1.23279
N -5.53354 4.03867 1.00680
P 1.43984 0.80000 1.00290
F 0.01546 -1.46818 -0.74001
N 2.95475 0.45592 0.00533
H 2.03803 5.48812 2.99791
N -12.67278 -2.78187 -0.47392
S 0.89539 -1.39657 0.65731
O 10.74471 -2.36200 1.85149
C -10.84844 0.77683 -0.76085
H -13.58422 -2.98272 -0.83752
H 4.47114 -0.25705 -0.67717
C 1.93822 2.68235 1.02753
N -7.25548 4.50513 -4.06426
H 0.24848 1.39755 4.02616
N 6.63321 -3.90915 3.09356
N -10.77083 1.25652 0.51077
H 10.11496 -2.14352 -4.84385
H 8.46781 -1.83913 -1.74249
C 1.69485 4.98820 2.08154
C -8.98614 4.70031 -0.61704
C 5.98246 -4.67114 4.01170
N -8.55875 3.55811 -1.22082
H 8.80420 -2.73145 -3.88115
C 6.85976 -3.63154 -6.26630
H 9.53218 -0.59663 -1.16931
N -5.26866 4.13493 -5.18573
C 11.61991 -2.88517 1.18648
O -4.39687 2.26590 1.85436
H -0.99981 0.48358 1.41058
H 6.15065 -3.07656 2.80555
C 1.79657 3.45441 2.34405
O 7.17546 -3.50415 -5.09722
N -12.84030 -4.48122 1.07783
H 2.34002 1.14392 3.39347
O 4.88938 -4.31428 4.41310
H 4.90406 -3.16027 1.24300
H 4.96086 -4.25166 -5.91131
H 3.50819 0.66500 2.23065
H 2.72586 3.34219 2.91484
H 10.94972 -2.26555 -0.63408
H -7.83293 4.34419 -3.25827
H -2.43421 0.46350 3.07491
N 4.70678 -2.32487 0.72595
O 2.01857 -2.22281 0.31177
O -8.37162 5.23073 0.29711
H -4.36480 3.70096 -5.22215
H -9.05123 3.10482 -1.97039
H 3.79813 -1.88997 0.83018
C -6.03038 3.89433 -4.07547
H 0.97539 3.20802 3.02074
H 12.62661 -3.70509 2.75481
H 0.66510 5.30925 1.92170
C 2.82948 0.66171 -1.18854
H -9.89044 -1.00306 -0.19719
N 5.61715 -4.05001 -6.64340
H -10.49852 6.05433 -0.68698

8 unconnected molecules or ions with the total composition C20H57N4O14 in a non-equilibrium geometry. Source: the Open Molecules 2025 dataset; level of theory: ωB97M-V/def2-TZVPD.

Its HOMO energy is -0.2365 hartree. Its LUMO energy is 2.39 eV. The energy relative to the best compared isomer or geometry (same formula, charge and spin) is 0.636 eV. The HOMO-LUMO gap comes out at 8.823 eV. As for the net charge: -1.

Element x y z (Å)
C 2.13485 -4.18603 -0.56341
O -1.79052 -2.56734 -0.79300
H -5.91145 1.72048 1.23375
H -0.24528 1.59891 -0.73960
H 1.36911 0.90993 -4.22831
H 2.29304 -6.14640 -2.53186
H -0.90887 0.35703 -2.99978
H 3.12458 6.01896 -1.98658
H 0.76787 -1.93729 -1.06588
C 0.44724 1.43717 5.20581
H 3.63692 -5.01659 -2.81523
H -3.40505 3.20725 1.65390
N 2.95017 -6.38232 0.19367
H -3.26577 -3.85351 -0.27171
H -2.43963 -0.03789 -4.88207
H -3.17677 1.39500 -0.12876
H 1.06593 3.41921 0.29573
O -1.35432 -4.87041 1.07231
H -1.17327 -2.89430 1.69973
H -5.16883 0.20481 0.83176
H -5.67177 3.87434 -3.08498
H -2.61605 -3.79658 2.21651
C -4.93526 1.24487 1.11361
H 2.51769 1.09634 -1.04827
C -4.06271 1.98347 0.11186
H 4.52655 -1.48313 3.02928
N -0.70816 0.18424 1.41862
H 4.13598 -4.76671 -0.54401
C -1.94166 -3.60575 1.38013
H -1.45642 -1.69999 -0.50601
H -1.90755 1.62943 -4.90941
C 2.30097 -1.83767 4.51696
O 2.45129 -3.11766 -1.41713
H 1.13830 -4.59192 -0.80760
H 3.19059 2.03141 0.29231
O -1.11690 0.33208 -6.35247
H 1.79229 0.99589 0.56753
O -0.59208 0.56391 4.87308
O -4.09241 3.08827 -2.01562
O 0.17894 3.09688 3.42688
H -0.34194 2.63128 2.75648
H 2.38152 5.64362 -3.56401
H 1.50175 -1.53587 5.20998
H 3.99282 -6.60874 -2.21055
H -0.25930 0.76259 -6.44029
H 1.96333 2.68309 4.32797
H 1.25212 0.90900 5.74979
H -0.84263 -4.75094 0.26436
O 1.74246 -2.29523 3.28558
H 2.12478 -3.85719 0.48563
C -4.82444 2.21677 -1.17051
H 2.65696 -6.09206 1.11819
C 3.25688 -5.80186 -2.15831
O 0.51410 1.34310 -4.15151
H -4.08577 3.82490 -3.90625
H 3.38545 -0.12862 5.22615
H 2.54850 3.16190 -2.33804
H 1.31771 1.40309 3.26187
O 1.40291 4.83178 -1.91641
H 3.79790 -6.92285 0.29794
H -4.40351 1.14783 2.06019
H -4.89058 1.25263 -1.70070
O 4.58077 -1.19356 3.94513
C 1.05918 2.14995 4.02698
C 3.28504 -0.72928 4.31747
N 0.11117 2.42382 -1.23088
H 2.91657 -0.01941 3.56539
C -4.74775 3.29535 -3.21861
C 2.25463 1.66984 -0.15164
H 2.75628 -2.71788 4.97423
C 2.16976 5.84197 -2.50551
C 1.85921 -1.91060 -0.98339
H -3.42622 -2.29556 0.46729
H 0.11066 2.20152 5.91884
H -4.98945 2.34757 -3.73171
C -0.51195 0.31256 -4.01652
C 3.17471 -5.28091 -0.73184
O -0.67819 -0.25594 0.25054
C -1.56077 0.59555 -5.01913
H 3.02779 4.14461 -0.91557
C 2.17211 3.74046 -1.47486
H 1.12180 -1.62036 2.98578
O -1.20307 1.28671 1.66154
H -4.49300 3.86531 0.65967
H -0.03471 -0.65334 -4.18751
H 2.21524 -1.11057 -1.62869
H 1.60706 6.77508 -2.41990
C -2.67695 -3.05160 0.18689
H 0.39536 1.95437 -2.10378
H -5.84395 2.60203 -1.01848
N -3.65166 3.29041 0.67366
C 1.37330 2.83337 -0.58125
H -0.50293 0.30691 3.94144
H 2.08649 -1.71092 0.06970
O -0.22908 -0.50403 2.34543

8 unconnected molecules or ions with the total composition C20H57NO10 in a non-equilibrium geometry. Source: the Open Molecules 2025 dataset; level of theory: ωB97M-V/def2-TZVPD.

Its HOMO energy is -0.2994 hartree. Its LUMO energy is 0.21 eV. The energy relative to the best compared isomer or geometry (same formula, charge and spin) is 0.000 eV. The HOMO-LUMO gap comes out at 8.357 eV. As for the SMILES: COCCNCCOC.OCCO.CCO.CCO.CCO.CCO.CCO.CCO.

Element x y z (Å)
O 0.26628 -5.02382 4.03686
H 0.60661 1.76723 3.44966
H -3.22067 -0.48402 -0.01428
O 2.00073 0.06791 1.42999
H -1.60154 2.94957 -0.93142
C -3.04431 2.05870 -4.21782
H 0.27650 1.47235 -4.24932
H -0.59693 -1.78287 0.74588
H 2.31279 1.47758 -3.03626
H 3.60791 -1.69735 1.86612
C -3.64101 3.40185 -0.65423
C 1.77701 -1.01237 2.39552
H 2.58676 -0.85699 -0.98563
O -0.23202 1.39286 3.10396
H 0.38128 -2.43930 -2.72995
C -2.51772 2.51287 -0.50400
H 2.34812 4.47926 1.07065
H -0.47262 -5.54005 2.24147
O -0.33590 0.14064 0.03246
C 2.07823 4.12630 0.05982
H -2.85777 -2.15904 0.13586
H 1.16649 -4.85656 4.00709
H 0.83147 -4.36629 2.25965
H 1.83725 -5.24053 -0.28004
O 0.10731 3.74504 1.14055
H 4.48963 0.26566 -3.67667
H 0.45602 0.39811 0.63201
H 5.77948 0.66292 -2.51691
H -0.40630 1.90541 -2.72580
C 0.31639 -2.94655 -1.81309
N 0.58361 0.17624 -2.62648
H -1.12148 -0.29480 3.76696
H -1.42784 -0.47459 1.70332
H -2.23930 0.07156 -2.97886
H 2.31849 -3.62313 -1.99454
C 0.94263 3.18320 0.16627
H 4.36171 1.73975 -2.68481
C 2.87264 -0.31996 -1.96336
C 1.30185 -4.01310 -1.67680
H 2.78437 -0.91141 -2.79638
H 1.26613 2.20350 0.61407
H -3.50630 2.50860 -5.07849
C -1.54490 0.24566 -3.86415
H -3.15239 0.90668 4.67665
C 4.72322 0.66641 -2.72104
C -1.10675 0.76502 4.06500
O -2.23812 0.98474 -4.81611
H -1.69240 -3.45583 1.99630
H 0.60827 3.14926 -0.81303
H -0.68566 3.18923 1.25290
H -1.44429 -0.75353 -4.20864
H 1.79855 5.08077 -0.35074
O -2.21719 2.79054 4.39957
C -1.11820 -3.66143 2.83819
H -0.46373 0.98442 4.96524
C 2.59264 -2.08562 1.94371
H 0.72334 -1.20606 2.55917
C 1.89475 0.80999 -2.28433
H -2.76639 1.61929 -1.09817
H 2.80273 0.50966 1.60256
H 0.20122 -0.12786 -1.68140
H 2.12943 -0.61573 3.30146
H -1.79210 -3.73020 3.66770
H -0.69960 -3.23759 -1.62950
H -3.81076 1.75028 -3.51970
C -2.41404 1.43820 4.01431
H 2.95643 3.83835 -0.54689
H -1.51003 3.14451 3.88122
O 4.11195 -0.20016 -1.78806
C -2.38346 -1.15923 -0.09872
C -1.15639 -0.88064 0.67460
H 0.72026 -2.15923 -1.06330
H -4.07973 3.52964 -1.66266
H 1.73696 1.38416 -1.39994
H -1.99027 -1.43802 -1.12641
H -3.00065 1.29356 3.12158
C -0.10007 -4.68663 2.76563
H 2.23297 -2.37548 0.95858
H 2.55970 -2.95730 2.62233
H -2.47790 2.72496 -3.57934
H 1.05173 -4.84021 -2.33976
O -2.27152 1.97194 0.75568
H -0.56144 -2.81245 3.23531
H -4.41954 2.88367 -0.08594
H -3.40181 4.38872 -0.14786
O 1.14855 -4.59251 -0.43831
H -1.67593 1.20965 0.61408
C -0.25343 1.05204 -3.37080

8 unconnected molecules or ions with the total composition C20H58N2O8 in a non-equilibrium geometry. Source: the Open Molecules 2025 dataset; level of theory: ωB97M-V/def2-TZVPD.

Its HOMO energy is -0.3444 hartree. Its LUMO energy is 0.21 eV. The energy relative to the best compared isomer or geometry (same formula, charge and spin) is 2.168 eV. The HOMO-LUMO gap comes out at 9.584 eV. As for the SMILES: COC[C@H](C)N.COC[C@H](C)N.CCO.CCO.CCO.CCO.CCO.CCO.

Element x y z (Å)
C 9.93501 -12.79247 17.93287
C 5.17771 -22.81317 21.27442
O 9.91305 -18.48851 16.97989
H -1.39402 -15.93865 14.26624
C -0.18299 -13.76924 14.40044
H 13.18261 -17.24942 18.72860
H 5.49823 -16.41509 21.38889
H 2.33488 -13.38128 15.49453
H 1.30140 -17.53735 28.14278
H 11.83274 -19.09244 18.94718
H 1.38615 -11.26959 12.91466
C 11.35812 -18.11380 19.01860
H -2.53365 -15.54104 12.93715
H 3.99588 -21.88528 26.72674
H 4.78519 -18.50406 20.45931
H -1.75564 -20.48479 18.64847
H -1.01854 -17.95881 28.44881
H 1.20991 -18.02002 25.82351
C 0.84221 -17.04863 26.15410
H 0.25896 -16.21105 28.12079
H 9.48335 -14.12711 16.22015
H 6.57150 -19.91747 25.32440
H 12.35163 -17.72636 20.88449
H 10.74323 -18.19690 21.14970
H 8.24790 -17.50084 16.35975
C 8.56688 -18.53038 16.52222
H 4.51096 -22.07026 22.97107
H 4.78967 -15.10816 19.38749
H 1.49212 -13.53471 13.07757
H -2.20316 -17.39588 20.03710
C -1.20839 -17.56144 19.62343
C -1.99831 -15.15716 13.80557
O -1.11417 -14.14929 13.41307
H 12.17994 -17.55957 17.39670
H 3.56892 -23.03115 19.83419
H 2.92082 -12.07566 14.51185
H 0.18084 -19.09008 19.12866
C 6.76876 -20.25095 26.34321
C 4.14241 -23.62097 20.54928
O 4.72052 -17.68632 19.96058
H 11.02279 -16.60117 20.43664
H 1.56971 -11.82042 15.58877
H 5.66097 -23.45453 22.01144
N 0.52729 -11.68081 13.25137
O 11.37474 -12.86591 17.76282
H 8.52577 -18.95434 15.51888
C 2.00777 -12.53440 14.89131
H 9.54823 -17.12085 18.53739
N 12.25553 -17.18753 18.33263
C 4.04607 -15.37713 20.13770
H 5.96658 -22.41689 20.63510
H -0.67887 -13.12279 15.12453
H 3.82224 -14.58286 20.84983
H -0.55434 -17.15937 20.39715
H 9.64690 -13.49118 18.71830
O 4.57009 -21.79208 22.05416
H 9.65752 -12.46615 15.85460
H 3.83209 -17.07660 21.56904
H -2.68012 -14.78584 14.57065
H 0.18883 -14.67205 14.88497
O -1.65191 -19.55148 18.44908
O 4.89508 -21.78035 26.40731
H -1.11540 -16.98511 18.70295
H 7.39453 -21.09516 26.05368
C 5.53330 -20.73261 27.10043
O -0.58003 -18.05453 27.60019
H 1.58806 -16.26820 26.00324
H -0.03416 -12.01374 12.48063
H 7.30452 -19.56770 27.00217
C 4.55905 -16.64072 20.88375
H 9.39947 -18.88191 18.91624
H -0.04114 -16.85447 25.54573
C 0.96382 -12.95376 13.83354
C 9.96585 -18.11624 18.38608
H 7.82125 -18.94782 17.19887
C 9.26585 -13.13655 16.61961
H 4.91532 -19.83473 27.09992
H 11.60453 -13.79624 17.81994
H 5.75228 -21.00135 28.13384
C 0.46298 -17.13272 27.57583
H 3.35068 -24.11209 21.11502
H 4.66926 -24.40062 19.99912
H 9.67838 -11.77773 18.23708
C -0.84267 -18.98460 19.48836
H 3.13758 -15.59114 19.57473
H -0.85243 -19.58177 20.40018
H 8.18318 -13.03081 16.68851
C 11.35836 -17.63819 20.44432